Record 1
# C12H50B2N3O6

A 8-piece molecular cluster, C12H50B2N3O6 overall in a non-equilibrium geometry (the ωB97M-V functional and the def2-TZVPD basis, the Open Molecules 2025 dataset).

Output
Kohn-Sham gap   4.064 eV
E_HOMO   -8.570 eV
F_max   4.94 eV/Å
LUMO energy   -4.5 eV
Net charge   +1

Cartesian coordinates (Å):
O 1.43 0.30 0.78
H 1.15 0.45 -0.12
H 0.67 0.15 1.34
H 1.83 1.14 1.02
O -5.19 -0.78 -3.82
H -5.73 -0.56 -3.06
H -4.33 -0.38 -3.70
H -5.09 -1.73 -3.92
O 0.92 3.63 -6.90
H 1.01 4.49 -6.48
H 0.30 3.12 -6.37
H 1.76 3.18 -7.02
B -6.39 0.26 0.40
H -6.90 0.58 1.30
H -5.72 -0.57 0.56
H -6.99 -0.08 -0.42
H -5.82 1.11 0.04
B -0.85 1.19 -3.43
H -1.55 0.89 -2.66
H -0.72 2.26 -3.50
H 0.13 0.74 -3.33
H -1.21 0.92 -4.41
C -1.49 8.60 -0.29
C -1.68 8.13 -1.77
C -0.36 8.11 -2.48
O -0.44 8.00 -3.90
C -1.12 9.11 -4.60
N -2.30 6.79 -1.78
H -0.84 7.94 0.26
H -2.44 8.71 0.24
H -1.16 9.63 -0.17
H -2.30 8.80 -2.35
H 0.20 7.24 -2.15
H 0.23 8.98 -2.16
H -1.09 9.04 -5.68
H -0.82 10.10 -4.28
H -2.20 9.07 -4.48
H -2.35 6.56 -2.76
H -1.60 6.09 -1.59
C 6.15 -6.36 -0.08
C 5.38 -5.85 -1.26
C 4.20 -6.78 -1.35
O 4.42 -8.04 -1.99
C 4.10 -9.21 -1.37
N 4.92 -4.46 -1.09
H 6.47 -7.39 -0.22
H 5.54 -6.17 0.80
H 7.13 -5.90 -0.03
H 6.01 -5.94 -2.15
H 3.38 -6.39 -1.94
H 3.72 -7.04 -0.40
H 4.76 -9.94 -1.85
H 3.02 -9.27 -1.45
H 4.25 -9.27 -0.29
H 4.58 -4.18 -2.00
H 5.83 -4.09 -0.88
C -1.34 -3.72 5.04
C -1.55 -2.38 5.71
C -0.48 -2.20 6.80
O -0.38 -3.28 7.75
C 0.25 -3.07 8.95
N -1.60 -1.28 4.78
H -0.58 -4.43 5.34
H -1.32 -3.56 3.96
H -2.18 -4.37 5.25
H -2.41 -2.48 6.38
H -0.61 -1.26 7.33
H 0.49 -2.03 6.32
H -0.27 -2.22 9.39
H 1.29 -2.78 9.10
H 0.17 -3.93 9.61
H -2.33 -1.37 4.09
H -1.96 -0.53 5.35



Record 2
# C6H12

C6H12 as an isolated structure in a non-equilibrium geometry (the ωB97M-V functional and the def2-TZVPD basis, the Open Molecules 2025 dataset).

Output
Energy above the lowest of the compared OMol25 structures with the same formula, charge and spin   705.2 kJ/mol
Kohn-Sham gap   7.450 eV
E_HOMO   -7.164 eV
F_max   2.88 eV/Å
LUMO energy   0.3 eV

Cartesian coordinates (Å):
C -1.80 0.32 -0.83
C -1.51 0.51 0.62
C -0.03 0.79 0.76
C 0.79 -0.24 0.13
C 0.24 -1.57 0.29
C 2.09 -0.02 -0.57
H -1.37 1.02 -1.52
H -1.09 -0.53 -0.79
H -2.83 0.08 -1.02
H -1.41 -0.59 0.86
H -2.20 1.08 1.26
H 0.32 0.67 1.79
H 0.36 1.81 0.66
H 1.32 -1.24 1.10
H 0.12 -2.17 -0.65
H 2.64 0.78 -0.08
H 1.85 0.30 -1.57
H 2.52 -1.00 -0.45



Record 3
# C4H5NO

C4H5NO as an isolated structure (the ωB97M-V functional and the def2-TZVPD basis, the Open Molecules 2025 dataset).

Output
Energy above the lowest of the compared OMol25 structures with the same formula, charge and spin   735.7 kJ/mol
Kohn-Sham gap (alpha / beta)   8.124 / 8.125 eV
E_HOMO (alpha / beta)   -9.067 / -9.067 eV
F_max   0.52 eV/Å
LUMO energy (alpha / beta)   -0.9 / -0.9 eV

Cartesian coordinates (Å):
O 0.74 -0.81 2.08
C 0.45 -0.42 0.99
C 0.64 -0.75 -0.43
C -0.49 -0.04 -0.93
N -1.68 0.10 0.00
C -0.50 0.68 0.38
H 1.49 1.15 0.00
H 1.50 -1.16 -0.96
H -0.61 0.41 -1.91
H -1.98 -0.72 0.55
H 0.46 1.55 0.22